Record 1
102
Properties=species:S:1:pos:R:3 method="wB97M-V/def2-TZVPD" largest_force_ev_per_a=1.326 spin_multiplicity=1 homo_ev=-8.98 energy_ev=-48370.192 homo_lumo_gap_ev=9.2
C -2.109 -2.526 0.518
C -2.060 -1.717 1.844
C -0.628 -1.499 2.372
C 0.021 -0.221 1.828
C 0.673 -0.393 0.441
C 0.174 0.681 -0.514
C 0.787 0.598 -1.917
C 1.748 1.728 -2.300
C 1.263 3.126 -1.967
C 0.046 3.538 -2.787
C -0.352 4.974 -2.418
C -1.246 4.955 -1.163
C -2.725 4.936 -1.558
C -3.607 4.505 -0.404
C -5.091 4.416 -0.823
B -5.909 3.494 0.135
O -6.794 4.071 1.039
B -7.971 3.351 1.047
O -9.173 3.941 0.771
O -7.881 1.996 1.321
B -6.900 1.405 0.539
C -7.084 -0.099 0.117
C -5.763 -0.843 -0.162
C -5.910 -1.859 -1.312
C -4.583 -2.044 -1.998
O -4.576 -3.216 -2.803
O -5.785 2.114 0.132
H -2.769 -3.376 0.644
H -2.499 -1.921 -0.294
H -1.134 -2.911 0.252
H -2.481 -0.738 1.643
H -2.648 -2.235 2.589
H -0.703 -1.441 3.454
H -0.005 -2.355 2.131
H -0.760 0.534 1.763
H 0.747 0.113 2.560
H 1.743 -0.307 0.594
H 0.414 -1.373 0.054
H 0.317 1.641 -0.027
H -0.904 0.543 -0.583
H 0.004 0.463 -2.654
H 1.364 -0.325 -1.946
H 2.735 1.549 -1.886
H 1.882 1.690 -3.379
H 2.057 3.816 -2.247
H 1.096 3.291 -0.908
H -0.789 2.869 -2.602
H 0.364 3.548 -3.827
H 0.544 5.559 -2.248
H -0.881 5.450 -3.241
H -1.036 4.031 -0.634
H -1.073 5.814 -0.519
H -2.996 5.928 -1.912
H -2.836 4.225 -2.375
H -3.280 3.538 -0.028
H -3.502 5.256 0.375
H -5.167 4.113 -1.866
H -5.503 5.419 -0.771
H -9.379 3.834 -0.172
H -7.552 -0.569 0.979
H -7.796 -0.179 -0.700
H -4.969 -0.156 -0.446
H -5.471 -1.373 0.733
H -6.649 -1.497 -2.019
H -6.267 -2.804 -0.912
H -3.822 -2.127 -1.218
H -4.362 -1.149 -2.582
H -3.673 -3.317 -3.142
C 4.844 -3.998 4.272
C 4.375 -2.550 4.385
C 2.974 -2.293 3.809
O 2.918 -2.257 2.399
C 2.925 -3.514 1.758
N 5.387 -1.682 3.775
H 5.199 -4.237 3.271
H 5.677 -4.172 4.953
H 4.045 -4.697 4.532
H 4.322 -2.311 5.452
H 2.655 -1.298 4.133
H 2.239 -3.007 4.208
H 2.363 -4.271 2.315
H 3.948 -3.853 1.587
H 2.452 -3.386 0.781
H 5.145 -0.711 3.954
H 5.312 -1.778 2.761
C 7.284 -3.095 -0.335
C 5.896 -2.680 -0.818
C 5.884 -1.998 -2.193
O 6.346 -0.662 -2.207
C 7.753 -0.504 -2.186
N 5.267 -1.848 0.212
H 7.849 -2.254 0.065
H 7.195 -3.825 0.469
H 7.865 -3.549 -1.140
H 5.303 -3.595 -0.918
H 4.845 -1.944 -2.530
H 6.428 -2.596 -2.937
H 8.253 -1.287 -2.763
H 8.137 -0.494 -1.164
H 7.981 0.461 -2.638
H 4.299 -1.673 -0.046
H 5.704 -0.929 0.173

=====

Record 2
108
Properties=species:S:1:pos:R:3 method="wB97M-V/def2-TZVPD" largest_force_ev_per_a=7.106 spin_multiplicity=1 homo_ev=-9.41 energy_ev=-76000.765 charge=+1 homo_lumo_gap_ev=6.1
N 5.961 -5.823 -2.801
C 5.892 -4.452 -2.690
N 5.353 -3.777 -3.728
C 4.471 -2.607 -3.358
C 4.315 -2.526 -1.845
C 3.434 -1.294 -1.492
C 3.917 0.084 -2.007
C 2.804 1.125 -1.681
F 2.662 2.035 -2.720
C 5.667 -2.622 -1.142
C 6.694 -1.482 -1.566
C 8.118 -2.033 -1.920
C 9.042 -0.769 -2.096
C 9.953 -0.493 -0.864
O 11.351 -0.604 -1.265
C 11.653 -1.958 -1.294
O 11.983 -2.505 -0.316
C 5.574 -2.761 0.410
C 5.276 -1.457 1.169
O 6.069 -1.424 2.380
C 6.480 -0.121 2.610
O 7.542 0.061 3.056
N 6.338 -3.916 -1.576
H 6.582 -6.245 -3.477
H 5.368 -6.438 -2.265
H 4.733 -4.457 -4.161
H 4.921 -1.713 -3.801
H 3.476 -2.759 -3.797
H 3.723 -3.408 -1.521
H 3.177 -1.234 -0.425
H 2.464 -1.473 -1.992
H 4.064 0.146 -3.093
H 4.803 0.414 -1.451
H 3.111 1.701 -0.796
H 1.832 0.656 -1.472
H 6.353 -1.005 -2.493
H 6.862 -0.753 -0.766
H 8.127 -2.560 -2.882
H 8.525 -2.622 -1.087
H 8.410 0.126 -2.226
H 9.647 -0.835 -3.008
H 9.760 -1.177 -0.021
H 9.860 0.538 -0.505
H 11.569 -2.498 -2.257
H 6.570 -3.115 0.731
H 4.861 -3.573 0.633
H 5.353 -0.541 0.573
H 4.226 -1.512 1.510
H 5.824 0.734 2.356
H 6.360 -4.589 -0.814
O -0.355 0.766 -0.034
P -1.275 1.688 0.759
N -0.788 1.173 2.332
C -1.595 1.285 3.534
C 0.603 1.470 2.662
N -2.737 0.861 0.316
C -3.070 -0.396 0.967
C -2.883 0.713 -1.128
N -2.225 3.032 1.431
C -3.649 3.232 1.142
C -1.521 4.313 1.192
H -1.545 2.286 3.982
H -1.241 0.567 4.279
H -2.643 1.054 3.358
H 0.738 2.529 2.924
H 1.262 1.245 1.822
H 0.942 0.861 3.504
H -2.233 -1.105 0.972
H -3.919 -0.870 0.470
H -3.398 -0.231 1.994
H -2.276 -0.108 -1.527
H -2.581 1.632 -1.642
H -3.928 0.533 -1.388
H -3.847 3.350 0.074
H -4.007 4.131 1.653
H -4.252 2.418 1.529
H -1.549 4.597 0.136
H -0.470 4.232 1.490
H -1.959 5.117 1.784
O -6.555 1.775 1.190
P -8.056 1.773 0.933
N -8.536 1.120 2.454
C -9.775 0.408 2.703
C -8.238 1.978 3.600
N -8.007 0.492 -0.244
C -7.859 -0.882 0.212
C -7.059 0.750 -1.321
N -9.740 2.132 0.483
C -10.356 1.642 -0.750
C -9.991 3.588 0.576
H -10.624 1.085 2.866
H -9.666 -0.212 3.596
H -10.043 -0.265 1.891
H -8.958 2.803 3.683
H -7.240 2.409 3.520
H -8.262 1.405 4.530
H -7.036 -1.004 0.928
H -7.678 -1.548 -0.635
H -8.780 -1.246 0.669
H -6.026 0.542 -1.024
H -7.112 1.796 -1.638
H -7.302 0.139 -2.195
H -9.827 1.971 -1.648
H -11.386 2.007 -0.811
H -10.426 0.558 -0.751
H -9.482 4.136 -0.222
H -9.628 3.976 1.534
H -11.059 3.806 0.528

=====

Record 3
114
Properties=species:S:1:pos:R:3 method="wB97M-V/def2-TZVPD" largest_force_ev_per_a=4.925 spin_multiplicity=1 e_above_lowest_kj_mol=189.3 homo_ev=-8.64 energy_ev=-128308.590 homo_lumo_gap_ev=8.2
Zn 1.122 -0.146 -1.272
S -0.866 0.213 0.274
O 0.563 -0.083 0.513
O -1.213 1.567 0.725
O -0.788 0.136 -1.174
O -1.660 -0.833 0.841
C -2.999 4.501 1.358
C -3.776 4.017 0.169
O -4.728 4.727 -0.216
N -3.402 2.869 -0.411
C -4.108 2.408 -1.596
H -2.471 3.625 1.735
H -3.603 4.981 2.128
H -2.280 5.222 0.969
H -2.606 2.361 -0.054
H -3.446 1.687 -2.074
H -4.364 3.244 -2.246
H -5.105 2.084 -1.296
C -4.918 0.138 1.434
C -5.119 -0.469 0.031
O -6.244 -0.548 -0.476
N -3.979 -0.731 -0.643
C -3.970 -1.162 -2.034
H -5.847 0.544 1.834
H -4.185 0.931 1.282
H -4.529 -0.583 2.153
H -3.125 -0.641 -0.111
H -3.957 -2.252 -2.028
H -3.022 -0.881 -2.491
H -4.808 -0.830 -2.647
C 2.798 3.142 -3.211
C 1.650 2.844 -2.173
O 1.518 1.730 -1.630
N 0.800 3.834 -1.930
C -0.435 3.878 -1.149
H 2.294 3.041 -4.171
H 3.516 2.325 -3.133
H 3.219 4.124 -2.996
H 1.050 4.738 -2.304
H -0.945 4.805 -1.408
H -0.194 3.887 -0.086
H -1.032 3.015 -1.444
C 1.625 -2.169 -4.856
C 0.934 -1.010 -4.242
O 1.299 -0.526 -3.173
N -0.059 -0.497 -4.917
C -0.911 0.589 -4.435
H 1.501 -2.254 -5.935
H 1.140 -3.096 -4.549
H 2.693 -2.263 -4.660
H -0.228 -0.781 -5.872
H -0.255 1.301 -3.934
H -1.657 0.292 -3.698
H -1.381 1.086 -5.284
C 4.136 -1.192 4.378
C 3.774 -0.472 3.126
O 4.671 0.110 2.504
N 2.562 -0.534 2.586
C 1.370 -1.141 3.191
H 4.162 -2.281 4.338
H 3.506 -0.915 5.224
H 5.200 -1.009 4.526
H 2.398 -0.034 1.724
H 0.535 -0.464 3.014
H 1.480 -1.415 4.240
H 1.114 -2.093 2.726
C 4.865 -0.383 -2.534
C 4.240 -0.535 -1.145
O 3.038 -0.534 -1.092
N 5.059 -0.576 -0.081
C 6.473 -0.314 -0.127
H 4.140 -0.785 -3.241
H 5.825 -0.868 -2.712
H 4.962 0.655 -2.854
H 4.748 -0.637 0.878
H 6.988 -1.064 -0.726
H 6.787 -0.501 0.900
H 6.670 0.681 -0.525
C -1.873 2.071 4.044
C -0.430 2.544 3.984
O 0.092 3.019 4.993
N 0.146 2.457 2.794
C 1.492 2.859 2.531
H -1.925 1.388 4.892
H -2.237 1.494 3.195
H -2.543 2.921 4.170
H -0.395 2.060 2.039
H 1.885 3.568 3.260
H 1.598 3.335 1.556
H 2.174 2.013 2.613
C -2.044 -1.877 3.780
C -2.826 -3.026 3.212
O -3.238 -3.872 3.974
N -3.084 -2.945 1.918
C -3.782 -3.946 1.073
H -0.982 -2.088 3.652
H -2.218 -1.699 4.841
H -2.204 -0.967 3.202
H -2.670 -2.201 1.374
H -3.142 -4.821 0.962
H -3.903 -3.498 0.086
H -4.736 -4.149 1.559
C 0.096 -3.885 0.285
C 1.032 -3.381 -0.778
O 0.862 -2.237 -1.227
N 1.988 -4.245 -1.204
C 3.055 -3.929 -2.129
H -0.081 -3.134 1.055
H 0.509 -4.799 0.712
H -0.796 -4.156 -0.280
H 1.966 -5.162 -0.782
H 3.993 -4.145 -1.617
H 2.935 -2.906 -2.486
H 3.078 -4.489 -3.063

=====

Record 4
108
Properties=species:S:1:pos:R:3 method="wB97M-V/def2-TZVPD" largest_force_ev_per_a=14.643 spin_multiplicity=1 e_above_lowest_kj_mol=2928.4 homo_ev=-7.69 energy_ev=-60834.344 homo_lumo_gap_ev=7.7
C 2.060 -0.491 -6.536
O 2.558 0.444 -7.235
N 1.587 -0.485 -5.228
C 0.787 -1.575 -4.590
C 1.602 0.765 -4.512
H 2.133 -1.568 -6.751
H -0.267 -1.533 -4.866
H 0.678 -1.326 -3.535
H 1.145 -2.584 -4.791
H 0.594 1.159 -4.383
H 1.996 0.604 -3.508
H 2.352 1.476 -4.860
C -1.190 3.316 -2.167
O -0.059 3.327 -1.640
N -2.218 2.630 -1.761
C -2.257 1.703 -0.584
C -3.615 3.092 -2.075
H -1.486 4.022 -2.958
H -2.654 2.135 0.335
H -1.242 1.363 -0.375
H -2.810 0.802 -0.850
H -3.814 3.661 -1.166
H -3.755 3.593 -3.033
H -4.276 2.237 -2.213
C 2.070 0.317 2.843
O 2.300 1.159 1.903
N 2.999 -0.040 3.706
C 2.818 -0.947 4.813
C 4.385 0.416 3.518
H 1.100 -0.151 3.070
H 3.006 -1.939 4.402
H 1.762 -1.017 5.076
H 3.322 -0.603 5.716
H 4.606 1.185 2.777
H 4.737 0.882 4.438
H 5.143 -0.345 3.331
C -2.429 -3.930 -3.732
O -3.123 -3.710 -4.730
N -1.878 -2.848 -3.031
C -1.093 -3.048 -1.901
C -1.968 -1.491 -3.598
H -2.330 -4.906 -3.231
H -0.941 -4.095 -1.637
H -1.601 -2.637 -1.029
H -0.188 -2.441 -1.937
H -1.874 -0.803 -2.758
H -1.144 -1.390 -4.304
H -2.781 -1.345 -4.309
C -1.569 0.337 6.141
O -1.390 0.021 7.289
N -1.117 -0.371 5.073
C -1.483 0.049 3.751
C -0.115 -1.514 5.183
H -2.139 1.210 5.786
H -1.663 -0.729 3.009
H -0.608 0.480 3.263
H -2.147 0.890 3.548
H 0.908 -1.229 5.430
H -0.438 -2.310 5.854
H 0.114 -1.868 4.178
C 3.942 3.808 -2.047
O 4.925 3.299 -1.546
N 2.669 3.370 -1.750
C 1.457 4.122 -2.257
C 2.445 2.264 -0.968
H 3.883 4.681 -2.715
H 0.762 4.408 -1.467
H 0.828 3.567 -2.953
H 1.545 5.062 -2.801
H 3.369 1.915 -0.506
H 1.712 2.426 -0.178
H 2.133 1.418 -1.581
C -1.921 2.874 2.521
O -2.044 1.565 2.449
N -1.164 3.770 1.946
C -1.354 5.214 1.989
C -0.174 3.436 0.927
H -2.697 3.436 3.062
H -1.377 5.657 0.994
H -0.571 5.830 2.431
H -2.345 5.521 2.324
H -0.448 2.566 0.330
H 0.044 4.278 0.270
H 0.799 3.277 1.393
C -0.919 -4.601 0.045
O -1.257 -3.458 0.316
N -0.934 -5.563 0.959
C -1.312 -5.356 2.289
C -0.999 -6.967 0.474
H -0.458 -4.849 -0.923
H -0.617 -5.862 2.959
H -2.223 -5.877 2.583
H -1.529 -4.361 2.677
H -1.908 -7.329 -0.006
H -0.150 -7.014 -0.207
H -0.752 -7.736 1.207
C 0.423 -0.019 -1.590
O 0.290 -0.716 -2.595
N 0.375 -0.445 -0.266
C 0.199 0.389 0.987
C 0.346 -1.907 0.039
H 0.380 1.074 -1.717
H 0.040 1.443 0.761
H 1.094 0.177 1.572
H -0.616 0.184 1.680
H -0.614 -2.296 0.380
H 0.507 -2.492 -0.866
H 1.118 -2.192 0.754